1.
Here is a 2-piece molecular cluster, C6H7NO3 overall from the Open Molecules 2025 dataset. Energies are from wB97M-V/def2-TZVPD.

Structure (XYZ):
```
17
C6H7NO3, DFT wB97M-V/def2-TZVPD
O 2.61985 -0.17500 -1.30126
O 2.89349 1.28965 0.38141
O 0.33202 -2.08018 0.67406
N 0.06425 -0.09960 -1.15526
C -2.07019 0.38263 -0.21504
C -1.48268 0.94582 0.89807
C -0.07834 1.05436 0.89353
C -1.25274 -0.15130 -1.22369
C 0.64887 0.50190 -0.19624
C 2.16014 0.64495 -0.31240
H -3.13092 0.30726 -0.34542
H 0.56776 -1.51354 1.42705
H -1.67429 -0.40339 -2.24489
H -2.12436 1.40356 1.65479
H 0.57757 1.35401 1.74960
H 0.12024 -2.95417 0.94880
H 1.82932 -0.50696 -1.63313
```

Total charge: 0
Highest occupied orbital energy, eV: -9.932
LUMO level, eV: 0.2
Frontier orbital gap, eV: 10.16
ΔE to the lowest compared entry with this formula, charge and spin, eV: 0.168
SMILES string: O=C(O)c1ccccn1.O

2.
Here is one molecule with the formula C6H7NO3 from the Open Molecules 2025 dataset. Energies are from wB97M-V/def2-TZVPD.

Structure (XYZ):
```
17
C6H7NO3, DFT wB97M-V/def2-TZVPD
O -0.66059 -1.80696 -0.68760
O -2.97942 -0.71487 -1.55959
O -1.76214 -2.79702 -4.06981
N 0.37747 -3.29349 -2.04893
C -0.55332 -2.45082 -1.91028
C -3.92739 -3.65223 -3.31782
C -4.23028 -2.16260 -3.07612
C -1.83728 -2.52235 -2.67952
C -3.01288 -1.62211 -2.36451
C -2.41854 -3.75167 -3.26468
H -4.34702 -1.60585 -4.01810
H 0.91511 -3.28047 -1.13515
H -1.90231 -4.70622 -3.14835
H -5.12747 -1.98290 -2.47306
H -1.45142 -1.23057 -0.68421
H -4.31425 -4.02130 -4.27579
H -4.35045 -4.27236 -2.51614
```

Total charge: 0
Highest occupied orbital energy, eV: -9.913
LUMO level, eV: 0.4
Frontier orbital gap, eV: 10.35
ΔE to the lowest compared entry with this formula, charge and spin, eV: 1.351
SMILES string: [H]/N=C(\O)[C@@]12O[C@@H]1CCC2=O

3.
Here is C6H7NO3 as an isolated structure from the Open Molecules 2025 dataset. Energies are from wB97M-V/def2-TZVPD.

Structure (XYZ):
```
17
C6H7NO3, DFT wB97M-V/def2-TZVPD
O 1.86311 0.23003 -0.32584
O -1.51549 -0.82070 -0.37167
O 0.55936 2.65162 -0.13862
N -1.25502 1.91969 -1.29183
C -0.74582 1.40967 -0.30053
C -0.48402 -0.06251 1.66387
C 0.99811 -1.89642 -0.71794
C 0.89521 -0.50120 -0.34872
C 1.13705 -3.08244 -0.91893
C -0.49224 -0.01863 0.12771
H -1.86496 -0.39816 -1.17201
H -1.46598 0.25613 2.03395
H 1.30242 2.03503 -0.02253
H -0.31541 -1.09836 1.98589
H -0.26419 2.92316 -1.29104
H 0.29848 0.59063 2.07055
H 1.34939 -4.13754 -0.98231
```

Total charge: 0
Highest occupied orbital energy, eV: -9.631
LUMO level, eV: -0.6
Frontier orbital gap, eV: 9.04
ΔE to the lowest compared entry with this formula, charge and spin, eV: 6.033

4.
Here is C6H7NO3 as an isolated structure from the Open Molecules 2025 dataset. Energies are from wB97M-V/def2-TZVPD.

Structure (XYZ):
```
17
C6H7NO3, DFT wB97M-V/def2-TZVPD
O -0.99127 1.91038 -0.81902
O -0.38724 -1.39692 -0.55928
O 2.02394 1.00477 0.71130
N 2.48936 -0.84834 -0.50003
C -0.92459 0.67288 -0.27925
C 1.64562 -0.14314 0.14136
C 0.18452 -0.27470 0.07199
C -1.66351 -0.70809 -0.50346
C -2.00943 -0.70845 0.99983
C -0.82726 0.23880 1.14864
H -0.68349 1.89278 -1.73224
H 2.52328 1.50613 0.02390
H -0.48290 0.81244 2.00874
H -1.98791 -1.68367 1.50424
H -2.95524 -0.18689 1.19135
H -2.35975 -1.00042 -1.29304
H 2.03155 -1.63630 -0.95617
```

Total charge: 0
Highest occupied orbital energy, eV: -9.296
LUMO level, eV: 0.5
Frontier orbital gap, eV: 9.76
ΔE to the lowest compared entry with this formula, charge and spin, eV: 3.504

5.
Here is C6H7NO3 as an isolated structure from the Open Molecules 2025 dataset. Energies are from wB97M-V/def2-TZVPD.

Structure (XYZ):
```
17
C6H7NO3, DFT wB97M-V/def2-TZVPD
O -1.16708 1.86599 -0.20170
O 3.03756 1.84827 0.19539
O -0.84349 -1.44968 -1.02408
N 2.53565 0.11587 -1.41421
C -2.59937 -0.20416 -0.07078
C -0.41989 -0.51544 -0.03340
C 0.96110 -0.59400 0.53459
C -1.34860 0.67929 -0.19435
C 2.01441 -0.03903 -0.34257
C -1.62441 -1.36314 0.15206
H 2.21692 2.27490 0.48130
H -1.72764 -2.24614 0.78149
H 3.20562 1.52778 -0.97232
H 0.98767 -0.05076 1.49188
H 1.20526 -1.64495 0.74838
H -3.18037 0.08755 0.81510
H -3.25334 -0.29236 -0.94680
```

Total charge: 0
Highest occupied orbital energy, eV: -9.625
LUMO level, eV: 0.5
Frontier orbital gap, eV: 10.16
ΔE to the lowest compared entry with this formula, charge and spin, eV: 4.857

6.
Here is a 2-piece molecular cluster, C6H7NO3S overall from the Open Molecules 2025 dataset. Energies are from wB97M-V/def2-TZVPD.

Structure (XYZ):
```
18
C6H7NO3S, DFT wB97M-V/def2-TZVPD
S 0.50881 -1.35297 -0.87371
O -2.50926 -1.62837 1.13387
O -0.03171 -2.47756 0.27171
O 1.77312 1.11202 0.23507
N -3.17942 -0.69939 -0.93117
C -0.33863 0.05833 -0.33827
C 2.58575 0.12149 -0.02771
C -0.18757 2.38317 0.62215
C 2.18436 -1.09973 -0.42487
C 0.33201 1.07821 0.09920
C -2.75136 -1.21388 0.06356
H 0.59762 3.10500 0.47118
H -1.01424 -2.40234 0.47538
H -1.16253 2.60642 0.12493
H 3.55224 0.56388 -0.17053
H 2.84568 -1.83049 -0.58412
H -0.27335 2.02951 1.68969
H -2.93152 -0.35326 -1.83637
```

Total charge: 0
Highest occupied orbital energy, eV: -8.219
LUMO level, eV: 0.6
Frontier orbital gap, eV: 8.82
ΔE to the lowest compared entry with this formula, charge and spin, eV: 3.616

7.
Here is one molecule with the formula C6H7NO4 from the Open Molecules 2025 dataset. Energies are from wB97M-V/def2-TZVPD.

Structure (XYZ):
```
18
C6H7NO4, DFT wB97M-V/def2-TZVPD
O 0.54835 0.43694 -0.64965
O 2.02915 2.09629 -1.06077
O 2.15780 -0.25917 1.10237
O -1.39896 -0.77020 0.89451
N 0.89125 0.20324 0.75326
C -0.03260 -0.87109 1.15345
C -1.88150 -1.97487 1.06871
C 0.29921 -2.11038 1.63139
C -0.99674 -2.85486 1.54684
C -0.03109 1.85020 -2.35343
C 0.98675 1.59911 -1.32397
H 1.22871 -2.54538 1.68612
H -0.36787 0.92000 -2.65471
H -2.86488 -2.13581 0.67414
H -1.23123 -3.83690 1.81391
H -0.95012 2.15504 -1.79760
H 0.16616 2.33328 -3.22215
H 2.80523 0.35764 0.77839
```

Total charge: 0
Highest occupied orbital energy, eV: -8.463
LUMO level, eV: 0.8
Frontier orbital gap, eV: 9.26
ΔE to the lowest compared entry with this formula, charge and spin, eV: 4.763
SMILES string: CC(=O)ON(O)c1ccco1

8.
Here is C6H7NORhSe2Te2 as an isolated structure from the Open Molecules 2025 dataset. Energies are from wB97M-V/def2-TZVPD.

Structure (XYZ):
```
20
C6H7NORhSe2Te2, DFT wB97M-V/def2-TZVPD
Te -1.43670 -4.24518 -0.76155
Te 1.43398 -4.24865 -0.76975
Rh 0.00018 -1.96993 -0.36018
Se -1.63492 -2.31833 -2.18351
Se 1.63620 -2.31597 -2.18254
O 0.00080 -1.45825 1.80792
N 0.00117 0.07473 -0.39028
C 0.00005 -0.05732 2.07123
C 0.00105 0.79449 -1.52800
C -0.00017 2.10679 0.84641
C -0.00041 2.84391 -0.32047
C 0.00050 0.72122 0.78342
C 0.00022 2.16992 -1.53359
H -0.00005 2.69572 -2.47693
H 0.88736 0.21454 2.64856
H -0.00065 -1.96561 2.62411
H -0.00118 3.92440 -0.28767
H 0.00145 0.22782 -2.44813
H -0.88815 0.21371 2.64757
H -0.00074 2.59199 1.81336
```

Total charge: +1
Highest occupied orbital energy (alpha / beta), eV: -10.643 / -10.629
LUMO level (alpha / beta), eV: -5.0 / -5.0
Frontier orbital gap (alpha / beta), eV: 5.66 / 5.65
ΔE to the lowest compared entry with this formula, charge and spin, eV: 0.634

9.
Here is one molecule with the formula C6H7NS from the Open Molecules 2025 dataset. Energies are from wB97M-V/def2-TZVPD.

Structure (XYZ):
```
15
C6H7NS, DFT wB97M-V/def2-TZVPD
S -1.65934 -1.52370 -0.66652
N -1.33042 0.96508 -1.82183
C 0.33038 0.91308 1.62068
C 0.42570 0.42400 0.16197
C -1.99410 0.03757 -2.23219
C -2.56522 -1.21476 -2.06165
C 1.38263 -0.76519 -0.01825
C -0.93902 0.06522 -0.35665
H 0.80101 1.22748 -0.61458
H 0.83381 -1.70453 0.19498
H 2.21268 -0.69697 0.77293
H 1.69318 -0.86547 -1.04553
H -0.44774 0.23538 2.22017
H 1.35751 0.94163 2.08754
H -0.10108 1.96119 1.75892
```

Total charge: 0
Highest occupied orbital energy, eV: -8.696
LUMO level, eV: -1.0
Frontier orbital gap, eV: 7.68
ΔE to the lowest compared entry with this formula, charge and spin, eV: 6.776
SMILES string: CC(C)C1=NC2=S1#C2

10.
Here is a 2-piece molecular cluster, C6H7O overall from the Open Molecules 2025 dataset. Energies are from wB97M-V/def2-TZVPD.

Structure (XYZ):
```
14
C6H7O, DFT wB97M-V/def2-TZVPD
O 0.19084 -0.78408 0.04060
C -0.64673 0.19493 0.03891
C 2.50630 -1.05590 0.16280
C 1.47820 -0.27247 -0.06456
C -3.26991 -0.64187 0.02818
C 0.06690 1.46184 -0.06331
C 1.39478 1.16644 -0.13764
H 2.27789 1.86175 -0.20395
H 2.52761 -2.19264 0.27111
H -3.59594 -0.15512 0.96267
H -0.36054 2.51173 -0.29689
H -2.64162 -1.56696 0.20074
H -3.36321 -0.03727 -0.92086
H 3.43544 -0.49037 -0.01779
```

2S+1: 3
Total charge: +1
Highest occupied orbital energy (alpha / beta), eV: -12.044 / -15.885
LUMO level (alpha / beta), eV: -6.8 / -7.4
Frontier orbital gap (alpha / beta), eV: 5.22 / 8.44
⟨S²⟩: 2.024
ΔE to the lowest compared entry with this formula, charge and spin, eV: 2.772